{
  "formula": "C27H38N5O5Zr",
  "method": "the ωB97M-V functional and the def2-TZVPD basis",
  "total_charge": 1,
  "homo_lumo_gap_ev": 8.679,
  "fmax_ev_per_a": 3.9,
  "e_lumo_ev": -2.82,
  "elements": ["Zr", "C", "C", "N", "C", "C", "N", "C", "C", "N", "H", "H", "H", "H", "H", "H", "H", "H", "H", "H", "H", "H", "H", "H", "H", "N", "N", "C", "O", "O", "H", "H", "H", "O", "C", "C", "O", "O", "C", "C", "C", "C", "C", "C", "C", "C", "C", "C", "C", "C", "H", "H", "H", "H", "H", "H", "H", "H", "H", "H", "H", "C", "C", "C", "C", "C", "C", "H", "H", "H", "H", "H", "H", "H", "H", "H"],
  "xyz": [[1.056, -0.338, -0.428], [4.190, 0.133, -1.390], [4.053, 0.560, 0.057], [2.733, 1.090, 0.309], [2.648, 2.494, -0.129], [1.328, 2.765, -0.887], [0.866, 1.643, -1.757], [1.585, 1.618, -3.087], [2.521, 0.351, -3.267], [2.842, -0.310, -1.972], [4.571, 0.986, -2.032], [4.903, -0.705, -1.407], [4.224, -0.327, 0.686], [4.801, 1.308, 0.392], [2.584, 1.101, 1.317], [2.688, 3.210, 0.720], [3.505, 2.759, -0.773], [0.517, 2.993, -0.161], [1.463, 3.673, -1.507], [-0.132, 1.842, -1.898], [0.815, 1.502, -3.875], [2.115, 2.539, -3.256], [2.003, -0.362, -3.914], [3.458, 0.595, -3.827], [2.930, -1.311, -2.171], [-0.324, -2.097, 0.608], [0.480, -3.046, 1.176], [1.834, -2.727, 1.488], [2.391, -3.608, 2.170], [2.330, -1.639, 0.858], [-1.157, -1.860, 1.196], [-0.716, -2.553, -0.243], [0.026, -3.673, 1.849], [0.222, 1.182, 1.858], [-1.222, 1.202, 1.984], [-1.848, 0.663, 0.637], [-3.033, 0.422, 0.614], [-0.934, 0.496, -0.334], [-1.691, 2.627, 2.042], [-1.961, 3.401, 0.907], [-2.411, 4.693, 0.995], [-2.555, 5.325, 2.258], [-2.149, 4.600, 3.382], [-1.707, 3.287, 3.253], [-1.567, 0.257, 3.150], [-2.881, 0.330, 3.554], [-3.281, -0.441, 4.642], [-2.419, -1.360, 5.238], [-1.124, -1.502, 4.750], [-0.683, -0.714, 3.712], [0.573, 1.483, 2.701], [-1.721, 3.010, -0.119], [-2.680, 5.257, 0.085], [-3.027, 6.294, 2.309], [-2.148, 5.001, 4.374], [-1.360, 2.743, 4.130], [-3.622, 0.905, 3.024], [-4.262, -0.284, 5.071], [-2.717, -1.913, 6.109], [-0.465, -2.241, 5.226], [0.317, -0.824, 3.333], [-1.375, -4.714, -2.678], [-1.113, -3.384, -3.408], [-2.349, -2.714, -3.983], [-0.133, -3.655, -4.554], [-0.359, -2.494, -2.533], [0.348, -1.650, -1.940], [-2.015, -5.343, -3.319], [-1.847, -4.565, -1.723], [-0.423, -5.278, -2.576], [-2.821, -3.225, -4.832], [-2.077, -1.720, -4.396], [-3.070, -2.503, -3.165], [-0.478, -4.425, -5.295], [0.816, -4.104, -4.219], [0.126, -2.730, -5.110]]
}